1.
DFT (the ωB97M-V functional and the def2-TZVPD basis) results for a cluster of 2 separate species, C6H18NOSi in total at a distorted geometry.

Each atom is followed by the atoms it is bonded to, with distances in Å.
Cartesian coordinates (Å):
1 Si 2.6859 0.0539 0.1041  O2 1.592, C6 1.874, C9 1.886
2 O 3.7162 -0.2983 1.2657  Si1 1.592, H19 0.953
3 N -1.5564 -1.9313 0.3961  C8 1.514, H13 1.021, H16 1.033, H17 1.023
4 C -1.3454 0.5302 0.3182  C5 1.540, C7 1.533, C8 1.520, H18 1.094
5 C -2.7730 0.7215 0.8635  C4 1.540, H10 1.088, H12 1.091, H23 1.087
6 C 2.3296 1.8934 0.0745  Si1 1.874, H15 1.089, H22 1.085, H25 1.087
7 C -1.3610 0.6779 -1.2074  C4 1.533, H14 1.089, H21 1.087, H24 1.088
8 C -0.6757 -0.7578 0.7699  N3 1.514, C4 1.520, H20 1.092
9 C 2.5199 -1.1472 -1.3403  Si1 1.886, H11 1.088, H26 1.089, H27 1.085
10 H -2.8071 0.5275 1.9337  C5 1.088
11 H 2.5381 -2.1829 -1.0073  C9 1.088
12 H -3.4910 0.0738 0.3591  C5 1.091
13 H -1.1110 -2.8071 0.6750  N3 1.021
14 H -2.0011 -0.0643 -1.6821  C7 1.089
15 H 3.0538 2.4150 -0.5497  C6 1.089
16 H -2.4842 -1.8710 0.8455  N3 1.033
17 H -1.6886 -1.9106 -0.6181  N3 1.023
18 H -0.7301 1.3369 0.7280  C4 1.094
19 H 4.2018 -1.0874 1.4906  O2 0.953
20 H -0.5927 -0.7709 1.8585  C8 1.092
21 H -1.7508 1.6552 -1.4785  C7 1.087
22 H 1.3411 2.1005 -0.3228  C6 1.085
23 H -3.0978 1.7465 0.7023  C5 1.087
24 H -0.3586 0.5849 -1.6202  C7 1.088
25 H 2.3898 2.3114 1.0759  C6 1.087
26 H 3.3408 -1.0138 -2.0431  C9 1.089
27 H 1.5979 -0.9903 -1.8899  C9 1.085

Computed properties:
total charge	+1
multiplicity	1
LUMO	-3.5	eV
HOMO-LUMO gap	0.261	Ha
E_tot	-658.61686	Eh
highest occupied orbital energy	-10.639	eV

2.
DFT (the ωB97M-V functional and the def2-TZVPD basis) results for a cluster of 3 separate species, C6H18O3 in total at a distorted geometry.

Each atom is followed by the atoms it is bonded to, with distances in Å.
Cartesian coordinates (Å):
1 O -4.7068 -16.8423 10.8587  C8 1.409, H23 0.960
2 O -1.9428 -10.7678 17.9197  C4 1.410, H10 0.960
3 O -1.6994 -8.7091 23.4942  C9 1.500, H16 0.960
4 C -2.7360 -11.9312 17.9914  O2 1.410, C5 1.525, H13 1.090, H18 1.090
5 C -1.9411 -13.2103 17.7532  C4 1.525, H21 1.090, H24 1.090, H26 1.090
6 C -1.5183 -6.1315 23.3918  C9 1.553, H14 1.090, H20 1.090, H22 1.090
7 C -3.3088 -15.6926 12.4628  C8 1.501, H17 1.090, H19 1.090, H25 1.090
8 C -3.8600 -15.7357 11.0672  O1 1.409, C7 1.501, H11 1.090, H15 1.090
9 C -0.9719 -7.4761 23.9433  O3 1.500, C6 1.553, H12 1.090, H27 1.090
10 H -1.1585 -11.0469 17.4416  O2 0.960
11 H -4.4925 -14.8717 10.8634  C8 1.090
12 H -1.0063 -7.4443 25.0323  C9 1.090
13 H -3.3385 -11.8112 17.0909  C4 1.090
14 H -1.9504 -6.2406 22.3970  C6 1.090
15 H -2.9895 -15.8293 10.4178  C8 1.090
16 H -1.4417 -8.9154 22.5927  O3 0.960
17 H -3.2398 -16.6700 12.9403  C7 1.090
18 H -3.5255 -11.9873 18.7409  C4 1.090
19 H -2.3001 -15.2850 12.3961  C7 1.090
20 H -0.9101 -5.2359 23.5184  C6 1.090
21 H -1.4231 -13.2072 16.7942  C5 1.090
22 H -2.4722 -6.0437 23.9119  C6 1.090
23 H -4.9829 -16.6178 9.9671  O1 0.960
24 H -2.5467 -14.1165 17.7350  C5 1.090
25 H -3.9441 -15.0563 13.0789  C7 1.090
26 H -1.3017 -13.3480 18.6252  C5 1.090
27 H 0.0781 -7.5403 23.6580  C9 1.090

Computed properties:
multiplicity	1
LUMO	0.7	eV
HOMO-LUMO gap	0.395	Ha
SMILES	CCO.CCO.CCO
E_tot	-465.03545	Eh
highest occupied orbital energy	-10.009	eV